# 1
This record from the Open Molecules 2025 dataset describes 4 unconnected molecules or ions with the total composition C37H80FN3O5P. The level of theory is the ωB97M-V functional and the def2-TZVPD basis.

Charge = +1
E_tot = -2439.15878 hartree
Kohn-Sham gap = 8.625 eV
HOMO energy = -11.48 eV

XYZ file:
```
127
C37H80FN3O5P, DFT the ωB97M-V functional and the def2-TZVPD basis
C 6.544 0.657 2.352
O 6.779 0.373 0.989
C 6.070 -0.745 0.552
C 6.440 -1.121 -0.873
C 5.628 -2.407 -1.241
C 4.554 -2.152 -2.326
C 3.103 -2.385 -1.832
C 2.297 -1.061 -1.863
C 1.014 -1.290 -1.088
N 0.164 -0.066 -0.947
C 0.813 1.240 -0.812
C 1.066 1.358 0.696
C 2.164 0.434 1.346
O 1.556 -0.611 2.078
C 2.496 -1.596 2.439
O 2.024 -2.258 3.555
C 2.067 -3.671 3.414
C 0.920 -4.191 2.544
O -0.267 -4.388 3.271
P 1.312 3.184 1.005
C 2.963 3.519 0.236
C 1.654 3.463 2.801
N -0.237 0.767 1.161
C -0.705 -0.022 0.118
N -1.833 -0.644 0.155
C -2.303 -1.430 -0.978
C -2.898 -2.760 -0.450
O -3.783 -3.310 -0.910
F -2.247 -3.230 0.604
H 6.669 1.714 2.560
H 7.167 0.047 3.008
H 5.497 0.411 2.583
H 4.982 -0.557 0.560
H 6.234 -1.639 1.170
H 7.504 -1.315 -0.975
H 6.138 -0.343 -1.568
H 6.318 -3.196 -1.519
H 5.114 -2.747 -0.341
H 4.598 -1.136 -2.712
H 4.734 -2.830 -3.157
H 3.044 -2.754 -0.806
H 2.601 -3.109 -2.473
H 2.925 -0.269 -1.456
H 2.116 -0.832 -2.914
H 1.223 -1.666 -0.084
H 0.466 -2.070 -1.621
H -0.021 1.930 -0.987
H 1.557 1.544 -1.536
H 2.731 1.025 2.068
H 2.800 0.020 0.561
H 3.467 -1.127 2.643
H 2.618 -2.298 1.600
H 1.927 -4.113 4.399
H 3.030 -4.035 3.046
H 1.203 -5.146 2.106
H 0.771 -3.491 1.709
H -0.355 -3.677 3.921
H 2.988 3.185 -0.796
H 3.193 4.577 0.312
H 3.756 3.005 0.788
H 1.880 4.522 2.903
H 0.805 3.191 3.419
H 2.565 2.950 3.111
H -0.867 1.588 1.097
H -2.386 -0.549 1.002
H -3.112 -0.941 -1.510
H -1.506 -1.709 -1.655
C -6.078 -1.704 1.038
C -5.485 -2.231 2.343
C -5.729 -3.724 2.558
C -7.201 -4.124 2.669
C -7.980 -3.423 3.781
C -7.444 -3.724 5.178
H -7.163 -1.808 1.013
H -5.849 -0.641 0.918
H -5.665 -2.237 0.182
H -5.879 -1.655 3.184
H -4.401 -2.057 2.335
H -5.194 -4.043 3.456
H -5.281 -4.280 1.728
H -7.252 -5.206 2.828
H -7.704 -3.939 1.715
H -9.022 -3.748 3.729
H -7.991 -2.341 3.617
H -7.470 -4.796 5.381
H -8.051 -3.225 5.934
H -6.417 -3.377 5.301
C 1.419 -3.033 -7.040
C -0.083 -2.769 -7.095
C -0.546 -1.704 -6.101
C -0.318 -2.056 -4.631
C -0.975 -3.356 -4.166
C -2.500 -3.342 -4.267
H 1.728 -3.416 -6.065
H 1.702 -3.775 -7.787
H 1.983 -2.121 -7.245
H -0.626 -3.703 -6.932
H -0.343 -2.436 -8.102
H -1.608 -1.502 -6.268
H -0.025 -0.767 -6.317
H -0.693 -1.226 -4.015
H 0.758 -2.114 -4.432
H -0.697 -3.526 -3.117
H -0.578 -4.206 -4.724
H -2.924 -2.534 -3.666
H -2.905 -4.282 -3.890
H -2.831 -3.230 -5.299
C -0.403 10.517 1.600
C -0.798 9.134 2.108
C 0.262 8.066 1.843
C 0.565 7.808 0.366
C -0.639 7.395 -0.479
C -1.265 6.079 -0.028
H -0.267 10.528 0.518
H -1.177 11.246 1.841
H 0.526 10.851 2.066
H -1.753 8.839 1.664
H -0.968 9.192 3.186
H -0.051 7.132 2.321
H 1.193 8.361 2.340
H 1.329 7.024 0.302
H 1.017 8.700 -0.076
H -0.312 7.289 -1.517
H -1.396 8.183 -0.479
H -0.532 5.271 -0.067
H -2.100 5.812 -0.679
H -1.650 6.143 0.992
```

# 2
This record from the Open Molecules 2025 dataset describes a molecular structure, C29H80MgN11O9P3. The level of theory is the ωB97M-V functional and the def2-TZVPD basis.

Charge = 0
E_tot = -3656.68134 hartree
Kohn-Sham gap = 6.798 eV
HOMO energy = -6.28 eV

XYZ file:
```
133
C29H80MgN11O9P3, DFT the ωB97M-V functional and the def2-TZVPD basis
Mg -0.532 3.527 21.057
C -3.598 3.819 21.925
C -3.593 5.288 21.414
C -4.581 6.103 22.317
C -4.479 7.595 22.036
C -3.054 7.915 22.477
C -2.028 7.286 21.580
N -2.245 5.851 21.617
O -1.330 5.281 20.744
C -0.601 7.490 22.137
C -1.940 7.936 20.179
C -4.022 5.290 19.928
H -4.660 3.574 21.764
H -3.384 3.888 22.999
H -2.931 3.155 21.422
H -4.292 5.767 23.336
H -5.649 5.770 22.138
H -5.081 8.156 22.799
H -4.809 7.774 21.035
H -2.856 7.455 23.478
H -2.899 9.005 22.709
H -0.499 7.142 23.184
H -0.180 8.513 22.025
H 0.003 6.794 21.570
H -1.594 8.965 20.382
H -2.882 8.020 19.656
H -1.253 7.364 19.571
H -3.246 4.825 19.354
H -4.166 6.326 19.623
H -4.950 4.757 19.822
N -0.173 0.694 21.510
O -0.513 -0.472 21.612
O -1.147 1.596 21.729
O 1.000 0.976 21.327
C 1.475 5.161 19.854
O 1.321 3.819 20.395
H 0.481 5.615 19.867
H 2.230 5.770 20.359
H 1.804 5.089 18.811
H 2.184 3.426 20.635
C -3.836 -0.738 22.614
O -2.650 -0.988 23.432
H -3.681 -0.071 21.784
H -4.339 -1.645 22.310
H -4.501 -0.141 23.261
H -1.896 -0.936 22.809
O 3.966 2.758 20.806
P 5.112 1.864 20.567
N 4.627 0.560 19.629
C 5.254 0.001 18.498
C 3.474 -0.165 20.133
N 5.597 1.158 21.956
C 6.609 0.193 22.103
C 5.270 1.841 23.182
N 6.285 2.711 19.624
C 5.858 3.656 18.585
C 7.349 3.259 20.486
H 4.724 0.121 17.568
H 5.413 -1.024 18.777
H 6.236 0.412 18.264
H 2.718 -0.150 19.336
H 2.978 0.336 20.973
H 3.659 -1.195 20.277
H 6.304 -0.720 22.622
H 7.044 -0.087 21.127
H 7.405 0.588 22.740
H 4.807 2.765 22.950
H 4.624 1.152 23.802
H 6.152 2.024 23.794
H 5.226 4.506 19.003
H 6.708 4.098 18.132
H 5.285 3.112 17.840
H 6.900 3.895 21.321
H 8.040 3.850 19.860
H 7.952 2.495 20.958
O -0.873 2.774 19.160
P -1.317 2.218 17.853
N -1.404 3.482 16.762
C -1.594 4.864 17.153
C -1.463 3.340 15.351
N -2.768 1.429 17.967
C -3.471 1.037 16.812
C -3.362 1.065 19.263
N -0.263 1.145 17.278
C -0.129 -0.261 17.636
C 1.068 1.682 17.026
H -2.622 5.208 16.846
H -0.875 5.474 16.612
H -1.486 5.027 18.241
H -2.472 3.660 14.969
H -1.322 2.276 15.066
H -0.756 3.908 14.753
H -2.910 0.259 16.231
H -4.471 0.611 17.072
H -3.667 1.900 16.154
H -4.268 1.645 19.481
H -3.669 0.022 19.288
H -2.609 1.108 20.045
H 0.188 -0.881 16.822
H 0.618 -0.422 18.439
H -1.058 -0.671 18.018
H 1.619 1.111 16.296
H 1.639 1.706 17.972
H 0.943 2.705 16.701
O 0.150 3.866 22.969
P 0.511 3.843 24.391
N 1.021 2.334 24.947
C 0.097 1.269 25.247
C 2.332 1.867 24.530
N -0.665 4.329 25.407
C -1.602 5.365 24.941
C -0.640 4.041 26.792
N 1.829 4.905 24.558
C 2.683 5.218 23.456
C 2.472 5.064 25.849
H 0.110 0.972 26.289
H 0.334 0.431 24.647
H -0.930 1.537 24.989
H 3.021 2.740 24.476
H 2.319 1.382 23.568
H 2.741 1.152 25.259
H -1.708 5.302 23.861
H -2.552 5.028 25.217
H -1.345 6.374 25.261
H -1.706 3.960 27.062
H -0.245 3.037 26.923
H -0.091 4.854 27.290
H 2.145 5.025 22.493
H 2.792 6.312 23.573
H 3.621 4.696 23.477
H 3.491 4.685 25.956
H 1.973 4.697 26.762
H 2.636 6.115 26.023
```

# 3
This record from the Open Molecules 2025 dataset describes a molecular structure, C30H55N2O9SeSiTi. The level of theory is the ωB97M-V functional and the def2-TZVPD basis.

Energy relative to the best compared isomer or geometry (same formula, charge and spin) = 0.133 eV
Charge = +3
E_tot = -5502.61094 hartree
Kohn-Sham gap = 6.539 eV
HOMO energy = -15.60 eV

XYZ file:
```
99
C30H55N2O9SeSiTi, DFT the ωB97M-V functional and the def2-TZVPD basis
Ti -0.124 0.188 -0.072
C 1.122 -2.311 -1.051
C 1.693 -2.282 0.346
O 1.297 -1.011 0.937
C 1.204 -1.029 2.379
C 1.158 0.425 2.758
O 0.193 1.017 1.856
C -0.009 2.440 2.051
C -1.126 2.824 1.112
O -0.759 2.174 -0.123
C -1.422 2.563 -1.362
C -2.387 1.454 -1.703
O -1.668 0.204 -1.481
C -1.433 -0.692 -2.601
C -1.178 -2.019 -1.945
O -0.217 -1.786 -0.881
H 1.052 -3.335 -1.420
H 1.675 -1.692 -1.761
H 2.782 -2.328 0.343
H 1.276 -3.078 0.964
H 2.091 -1.514 2.789
H 0.299 -1.573 2.662
H 2.119 0.924 2.609
H 0.813 0.567 3.783
H 0.924 2.951 1.806
H -0.274 2.617 3.095
H -1.145 3.902 0.952
H -2.105 2.456 1.428
H -0.622 2.667 -2.097
H -1.923 3.520 -1.212
H -2.710 1.498 -2.742
H -3.254 1.420 -1.042
H -0.576 -0.316 -3.163
H -2.321 -0.716 -3.233
H -0.784 -2.758 -2.642
H -2.069 -2.401 -1.447
C -2.481 0.789 4.156
N -2.872 -0.593 3.995
C -2.910 -1.295 2.851
Se -2.565 -0.774 1.077
N -3.378 -2.519 3.134
C -3.665 -2.626 4.491
C -4.172 -3.668 5.258
C -4.333 -3.406 6.604
C -4.005 -2.161 7.162
C -3.501 -1.127 6.398
C -3.338 -1.394 5.043
H -2.247 1.179 3.170
H -1.613 0.856 4.814
H -3.304 1.358 4.588
H -3.533 -3.225 2.431
H -4.431 -4.626 4.829
H -4.726 -4.180 7.248
H -4.157 -2.009 8.222
H -3.259 -0.170 6.836
C 0.577 3.536 -5.034
C 1.343 2.265 -4.714
C 0.608 1.030 -5.203
C 2.756 2.310 -5.262
O 1.384 2.200 -3.241
Si 2.289 1.496 -2.122
O 1.052 0.602 -1.205
O 3.191 0.276 -2.606
C 4.578 -0.196 -2.708
C 4.867 -0.988 -1.443
C 4.622 -1.079 -3.940
C 5.506 0.994 -2.837
O 2.796 2.463 -0.955
C 3.328 3.832 -0.838
C 3.703 4.372 -2.203
C 4.529 3.753 0.087
C 2.217 4.667 -0.219
H 0.488 3.665 -6.112
H 1.087 4.410 -4.631
H -0.433 3.495 -4.621
H 0.588 1.004 -6.292
H -0.429 1.040 -4.861
H 1.106 0.121 -4.859
H 2.720 2.390 -6.349
H 3.303 1.399 -5.017
H 3.300 3.175 -4.887
H 4.265 -1.899 -1.420
H 4.665 -0.383 -0.556
H 5.912 -1.292 -1.412
H 3.888 -1.882 -3.862
H 5.608 -1.532 -4.040
H 4.423 -0.508 -4.846
H 5.483 1.605 -1.937
H 5.244 1.606 -3.702
H 6.530 0.648 -2.978
H 4.434 3.728 -2.691
H 4.158 5.357 -2.096
H 2.826 4.477 -2.841
H 5.349 3.197 -0.362
H 4.256 3.276 1.029
H 4.891 4.756 0.309
H 1.301 4.582 -0.808
H 2.498 5.719 -0.191
H 2.027 4.354 0.808
```

# 4
This record from the Open Molecules 2025 dataset describes 2 unconnected molecules or ions with the total composition H2N2O3S. The level of theory is the ωB97M-V functional and the def2-TZVPD basis.

Energy relative to the best compared isomer or geometry (same formula, charge and spin) = 1.370 eV
Charge = 0
E_tot = -734.49105 hartree
Kohn-Sham gap = 8.229 eV
HOMO energy = -9.62 eV

XYZ file:
```
8
H2N2O3S, DFT the ωB97M-V functional and the def2-TZVPD basis
N 0.369 0.909 -0.682
N 0.881 -0.023 -0.275
O -2.388 0.625 1.026
O -1.634 -1.342 -0.295
O 2.042 0.028 0.482
S -2.436 -0.119 -0.261
H 0.745 -1.050 -0.316
H 2.422 0.973 0.321
```

# 5
This record from the Open Molecules 2025 dataset describes 2 unconnected molecules or ions with the total composition C6H12O. The level of theory is the ωB97M-V functional and the def2-TZVPD basis.

Energy relative to the best compared isomer or geometry (same formula, charge and spin) = 2.297 eV
Charge = 0
E_tot = -310.97487 hartree
Kohn-Sham gap = 9.790 eV
HOMO energy = -9.03 eV

XYZ file:
```
19
C6H12O, DFT the ωB97M-V functional and the def2-TZVPD basis
C 0.572 -0.316 1.876
C -0.235 0.229 0.984
C -1.403 -0.317 0.205
C -0.067 1.645 0.473
C 0.162 1.916 -0.807
C -0.010 2.789 1.483
H 1.441 0.229 2.295
H 0.266 -1.251 2.339
H -1.937 0.252 -0.533
H -2.225 -0.772 0.753
H -1.033 -1.130 -0.412
H 0.245 2.914 -1.228
H 0.207 1.258 -1.671
H 0.268 3.715 0.923
H 0.887 2.604 2.062
H -0.910 2.859 2.079
O 1.431 -5.508 -3.965
H 1.841 -5.473 -3.093
H 0.500 -5.642 -3.763
```

# 6
This record from the Open Molecules 2025 dataset describes a molecular structure, C14H14ClFeNO2. The level of theory is the ωB97M-V functional and the def2-TZVPD basis.

Charge = -1
E_tot = -2471.02849 hartree
Kohn-Sham gap (alpha / beta) = 7.557 / 6.561 eV
2S+1 = 6
HOMO energy (alpha / beta) = -4.12 / -4.13 eV

XYZ file:
```
33
C14H14ClFeNO2, DFT the ωB97M-V functional and the def2-TZVPD basis
C -1.422 -1.684 2.292
C -2.131 -1.534 1.068
C -2.168 -0.100 0.751
H -2.814 -2.204 0.561
C -1.485 0.563 1.839
C -1.014 -0.423 2.749
H -0.453 -0.187 3.654
H -1.287 -2.617 2.827
H -2.839 0.348 0.008
H -1.355 1.663 1.902
Fe -0.465 -0.855 -0.291
Cl 0.220 -2.925 -0.159
C 0.264 -1.157 -2.655
C -0.102 0.237 -2.715
C -1.520 0.331 -2.607
H 0.545 1.022 -3.104
C -2.052 -0.983 -2.654
C -0.972 -1.905 -2.677
H -1.063 -2.980 -2.830
H 1.272 -1.533 -2.863
H -2.069 1.257 -2.773
H -3.103 -1.240 -2.778
O 0.799 1.779 -1.042
C 1.499 1.376 -0.106
C 2.812 2.115 0.240
C 2.957 1.689 1.661
C 1.955 0.562 1.929
O 1.885 0.027 3.022
N 1.203 0.351 0.759
H 3.645 1.776 -0.396
H 2.589 3.210 0.214
H 3.981 1.474 1.888
H 2.688 2.545 2.287
```

# 7
This record from the Open Molecules 2025 dataset describes 2 unconnected molecules or ions with the total composition C6H6Cl3N4. The level of theory is the ωB97M-V functional and the def2-TZVPD basis.

Energy relative to the best compared isomer or geometry (same formula, charge and spin) = 2.872 eV
Charge = +1
E_tot = -1831.44635 hartree
Kohn-Sham gap (alpha / beta) = 6.763 / 7.526 eV
HOMO energy (alpha / beta) = -12.13 / -12.05 eV

XYZ file:
```
19
C6H6Cl3N4, DFT the ωB97M-V functional and the def2-TZVPD basis
C -1.484 2.365 -0.141
C 0.583 -0.082 -1.749
C 1.087 -0.074 0.706
C 1.545 -0.485 -0.650
C -0.542 1.370 -0.360
C -2.198 -0.987 -0.118
N -2.292 3.146 0.100
N -0.313 0.843 -1.558
N 0.151 0.846 0.742
N 1.729 -0.527 1.702
Cl -1.343 -1.807 -1.353
Cl -1.751 -1.634 1.391
Cl -3.730 -0.509 -0.435
H 0.838 -0.406 -2.707
H 1.851 -1.487 -0.491
H 2.290 0.075 -1.080
H -0.247 1.013 1.664
H 2.389 -1.215 1.587
H 1.437 -0.444 2.749
```

# 8
This record from the Open Molecules 2025 dataset describes C4H10N2OS in the gas phase. The level of theory is the ωB97M-V functional and the def2-TZVPD basis.

Energy relative to the best compared isomer or geometry (same formula, charge and spin) = 7.931 eV
Charge = 0
E_tot = -741.08653 hartree
Kohn-Sham gap = 5.584 eV
HOMO energy = -8.35 eV

XYZ file:
```
18
C4H10N2OS, DFT the ωB97M-V functional and the def2-TZVPD basis
C 0.378 0.935 1.199
N 1.525 0.438 0.581
C 1.197 -0.898 -0.445
N 2.498 -1.545 -0.321
O 0.791 -0.703 -1.620
C -1.012 1.332 0.492
C -1.587 0.273 -0.478
S -2.267 -1.242 0.161
H 0.518 -0.105 1.523
H 0.575 1.827 1.856
H 0.484 -1.521 0.106
H 3.062 -0.779 0.045
H 2.978 -1.669 -1.199
H -1.808 1.711 1.267
H -0.775 2.212 -0.172
H -2.424 0.784 -1.137
H -0.769 0.091 -1.235
H -3.365 -1.143 -0.622
```